Run P
{"formula": "C2H5NP2", "method": "ωB97M-V with the def2-TZVPD basis set", "e_lumo_ha": -0.0246, "smiles": "[H]/P=C/P=N/C", "homo_energy_ha": -0.3220, "orbital_gap_ha": 0.2974, "elements": ["H", "P", "C", "P", "N", "C", "H", "H", "H", "H"], "positions_angstrom": [[-1.98642, 3.29835, 2.70516], [-1.92866, 1.83097, 2.74211], [-0.78786, 1.30766, 1.65782], [-0.90172, -0.51402, 1.06965], [0.20229, -0.52355, -0.00528], [0.61696, -1.43379, -0.94896], [-0.20751, 1.92928, 1.08588], [-0.15100, -1.26622, -1.73899], [0.51753, -2.55568, -0.64448], [1.52750, -1.24914, -1.34190]], "mulliken_charge": [0.033, -0.110, -0.310, -0.056, -0.118, -0.594, 0.400, 0.240, 0.230, 0.284]}

---

Run Q
{"formula": "C2H5NP2", "method": "ωB97M-V with the def2-TZVPD basis set", "e_lumo_ha": [-0.0357, -0.0557], "smiles": "C=P/N=P/C", "homo_energy_ha": [-0.3253, -0.3020], "orbital_gap_ha": [0.2896, 0.2463], "elements": ["C", "P", "N", "P", "C", "H", "H", "H", "H", "H"], "positions_angstrom": [[2.80697, 0.57575, 0.41427], [1.93101, -0.61293, -0.42823], [0.40409, -0.18034, -0.16752], [-1.10638, -1.55559, -0.61656], [-2.32516, -0.22402, -0.32321], [3.79904, 0.80973, 0.28049], [2.21188, 0.97625, 1.25274], [-3.34293, -0.25510, -0.80369], [-2.59394, -0.19573, 0.80184], [-1.78459, 0.66199, -0.41013]], "mulliken_charge": [-0.553, -0.026, -0.296, 0.165, -0.819, 0.356, 0.279, 0.308, 0.261, 0.326]}

---

Run R
{"formula": "C2H5NP2", "method": "ωB97M-V with the def2-TZVPD basis set", "e_lumo_ha": [-0.0684, -0.0631], "homo_energy_ha": [-0.3052, -0.2959], "orbital_gap_ha": [0.2367, 0.2328], "elements": ["C", "C", "N", "P", "P", "H", "H", "H", "H", "H"], "positions_angstrom": [[-2.98794, -0.67731, -0.00676], [1.90789, -0.11110, 0.49896], [-3.18899, -1.79736, -0.07005], [0.15972, 0.50722, -0.05066], [-2.78298, 1.00136, -0.02147], [2.47938, 0.69739, 0.95221], [1.86099, -1.10391, 0.96996], [2.38069, -0.13188, -0.49026], [0.03338, 1.73848, -0.51926], [0.13784, -0.12288, -1.26265]], "mulliken_charge": [0.297, -0.844, -0.325, -0.038, -0.116, 0.306, 0.280, 0.300, 0.060, 0.080]}

---

Run S
{"formula": "C2H5NP2", "method": "ωB97M-V with the def2-TZVPD basis set", "e_lumo_ha": [-0.0288, -0.0159], "homo_energy_ha": [-0.2527, -0.3075], "orbital_gap_ha": [0.2240, 0.2916], "elements": ["C", "C", "N", "P", "P", "H", "H", "H", "H", "H"], "positions_angstrom": [[1.92775, -1.28156, -0.46492], [-1.55958, 1.34976, 0.45264], [-0.47601, 1.21280, 1.42550], [0.80302, -1.27839, -1.68854], [0.81320, 0.62510, 1.87749], [2.54949, -2.25812, -0.20142], [-1.88405, 0.37185, 0.40069], [-1.09304, 1.69042, -0.47873], [-2.10273, 2.07854, 0.91753], [1.02195, -2.51040, -2.24023]], "mulliken_charge": [-0.366, -0.561, -0.035, -0.144, 0.092, 0.189, 0.285, 0.249, 0.299, -0.009]}

---

run P wins, 96.0 kJ/mol ahead of the next structure.

---

Run P
{"formula": "H68O34", "method": "ωB97M-V with the def2-TZVPD basis set", "e_lumo_ha": -0.0359, "homo_energy_ha": -0.3769, "orbital_gap_ha": 0.3410, "elements": ["O", "H", "H", "O", "H", "H", "O", "H", "H", "O", "H", "H", "O", "H", "H", "O", "H", "H", "O", "H", "H", "O", "H", "H", "O", "H", "H", "O", "H", "H", "O", "H", "H", "O", "H", "H", "O", "H", "H", "O", "H", "H", "O", "H", "H", "O", "H", "H", "O", "H", "H", "O", "H", "H", "O", "H", "H", "O", "H", "H", "O", "H", "H", "O", "H", "H", "O", "H", "H", "O", "H", "H", "O", "H", "H", "O", "H", "H", "O", "H", "H", "O", "H", "H", "O", "H", "H", "O", "H", "H", "O", "H", "H", "O", "H", "H", "O", "H", "H", "O", "H", "H"], "positions_angstrom": [[9.53982, 10.35894, 9.15794], [10.00838, 11.18994, 9.23596], [8.65616, 10.55132, 9.47154], [9.99508, 7.54104, 16.51461], [10.15002, 7.93822, 15.65760], [9.91454, 6.60448, 16.33402], [11.21288, 10.29408, 12.09160], [11.14594, 9.60022, 11.43560], [12.15308, 10.39236, 12.24189], [5.82584, 12.72198, 12.70810], [6.04308, 12.06490, 13.36938], [4.90092, 12.91722, 12.85856], [8.48139, 9.88148, 6.36882], [9.29232, 10.16795, 5.94864], [8.42503, 10.40835, 7.16598], [14.34784, 10.93268, 9.79725], [14.43364, 11.88504, 9.84036], [14.11622, 10.67200, 10.68868], [9.27398, 16.70434, 10.59609], [8.75749, 15.97336, 10.93539], [9.31514, 17.32660, 11.32228], [8.99861, 13.56334, 7.04774], [9.44831, 14.37734, 6.82100], [8.06896, 13.79090, 7.03399], [6.13234, 9.99476, 13.21715], [5.53054, 10.17283, 12.49442], [6.86534, 9.53241, 12.81072], [11.43392, 8.01862, 10.65185], [10.86540, 8.07420, 9.88378], [11.95956, 7.23226, 10.50496], [10.74924, 9.30163, 14.52226], [11.57206, 9.66108, 14.85393], [10.69940, 9.61114, 13.61785], [9.17632, 14.43442, 13.95769], [9.00746, 13.81414, 13.24849], [8.32372, 14.83014, 14.13851], [11.82128, 17.00085, 9.17801], [11.45322, 16.23126, 9.61218], [11.09844, 17.62756, 9.14704], [8.29726, 17.02966, 8.02862], [8.77868, 16.75260, 8.80818], [8.72437, 16.56892, 7.30645], [13.21924, 7.67138, 13.22443], [13.08142, 8.41344, 13.81314], [12.44852, 7.66904, 12.65676], [7.96692, 11.62660, 14.67631], [7.39056, 10.99762, 14.24220], [8.15783, 11.23018, 15.52638], [10.65856, 12.89088, 9.37496], [11.51322, 13.16288, 9.04056], [10.04762, 13.09576, 8.66715], [12.25236, 15.43488, 11.82205], [11.92628, 14.71556, 12.36287], [12.97752, 15.05344, 11.32719], [7.22460, 8.11256, 11.93809], [7.43462, 7.97812, 11.01394], [6.33612, 7.76978, 12.03462], [14.01388, 10.65034, 12.58356], [14.70278, 10.23738, 13.10424], [14.34514, 11.52976, 12.40156], [6.64026, 12.00340, 9.96540], [7.16114, 12.42714, 10.64758], [6.17668, 11.29986, 10.41964], [6.64358, 13.84622, 15.59586], [7.22874, 13.14636, 15.30598], [5.80868, 13.40808, 15.76076], [10.40574, 15.96194, 15.95566], [10.85508, 16.40098, 15.23346], [9.89510, 15.26996, 15.53537], [8.47434, 9.88862, 16.98341], [8.60270, 10.28340, 17.84592], [9.30923, 9.46342, 16.78747], [11.71060, 13.34954, 13.57561], [11.76818, 12.40296, 13.44547], [10.78082, 13.51406, 13.73268], [7.36378, 15.02806, 11.78271], [6.95568, 14.18052, 11.95979], [7.10838, 15.57700, 12.52411], [9.22266, 6.14948, 13.00898], [8.59808, 5.87586, 12.33722], [8.82606, 6.92632, 13.40325], [6.33148, 13.76110, 7.83551], [6.52166, 13.12804, 8.52782], [5.38092, 13.72274, 7.72973], [9.94579, 12.59198, 17.08762], [10.42064, 11.79728, 16.84431], [9.11091, 12.27630, 17.43340], [9.51126, 7.51420, 8.37990], [8.65689, 7.18224, 8.65571], [9.40150, 8.46465, 8.35094], [6.82728, 16.23875, 14.26885], [6.79008, 16.95778, 14.89959], [6.70828, 15.44956, 14.79728], [9.14512, 12.29386, 11.92013], [9.67656, 11.69134, 12.44049], [9.64829, 12.42484, 11.11645], [13.82246, 14.53992, 14.75326], [14.09434, 14.15012, 15.58414], [12.95202, 14.17626, 14.59099], [12.99558, 13.73292, 7.98797], [13.75190, 14.30076, 8.13554], [13.27144, 13.14334, 7.28617]], "mulliken_charge": [-0.217, 0.217, 0.289, -0.681, 0.304, 0.325, 0.003, 0.091, 0.072, -0.432, 0.212, 0.214, -0.618, 0.307, 0.299, -0.663, 0.294, 0.369, -0.576, 0.375, 0.224, -0.579, 0.218, 0.334, -0.829, 0.302, 0.418, -0.445, 0.142, 0.233, -0.190, 0.191, 0.136, 0.072, 0.044, -0.061, -0.633, 0.365, 0.294, -0.598, 0.362, 0.265, -0.614, 0.214, 0.316, -0.278, 0.253, 0.204, -0.539, 0.077, 0.294, -0.557, 0.400, 0.230, -0.608, 0.219, 0.294, -0.586, 0.225, 0.309, -0.640, 0.190, 0.177, -0.673, 0.333, 0.241, -0.652, 0.305, 0.339, -0.570, 0.266, 0.306, -0.662, 0.102, 0.448, -0.518, 0.029, 0.348, -0.586, 0.282, 0.291, -0.633, 0.391, 0.286, -0.556, 0.292, 0.246, -0.670, 0.275, 0.385, -0.667, 0.306, 0.321, 0.593, -0.187, -0.128, -0.612, 0.280, 0.430, -0.529, 0.263, 0.254]}

---

Run Q
{"formula": "H68O34", "method": "ωB97M-V with the def2-TZVPD basis set", "e_lumo_ha": -0.0209, "homo_energy_ha": -0.3687, "orbital_gap_ha": 0.3479, "elements": ["O", "H", "H", "O", "H", "H", "O", "H", "H", "O", "H", "H", "O", "H", "H", "O", "H", "H", "O", "H", "H", "O", "H", "H", "O", "H", "H", "O", "H", "H", "O", "H", "H", "O", "H", "H", "O", "H", "H", "O", "H", "H", "O", "H", "H", "O", "H", "H", "O", "H", "H", "O", "H", "H", "O", "H", "H", "O", "H", "H", "O", "H", "H", "O", "H", "H", "O", "H", "H", "O", "H", "H", "O", "H", "H", "O", "H", "H", "O", "H", "H", "O", "H", "H", "O", "H", "H", "O", "H", "H", "O", "H", "H", "O", "H", "H", "O", "H", "H", "O", "H", "H"], "positions_angstrom": [[-4.68251, 2.90730, 1.15472], [-3.80734, 2.94539, 0.76891], [-4.85890, 3.80427, 1.43857], [-5.61183, -0.64560, -0.93008], [-5.85625, -1.55060, -1.12364], [-4.67465, -0.68563, -0.73950], [-3.15953, -4.01768, -1.25834], [-3.08193, -4.97169, -1.26738], [-3.53206, -3.81533, -0.40013], [3.22467, -2.72300, -0.63909], [2.81661, -3.50154, -0.26011], [4.11998, -2.99523, -0.84045], [4.45317, -1.10261, 3.47133], [4.21683, -0.97123, 2.55312], [4.90875, -1.94434, 3.48381], [0.36104, -2.48958, -5.09492], [-0.11903, -3.18203, -4.64074], [0.34839, -1.75032, -4.48699], [-2.47343, 4.81181, 3.02066], [-1.96645, 4.18207, 2.50819], [-2.07314, 4.79147, 3.88991], [-1.98622, 1.35976, 0.14780], [-1.46790, 1.65685, -0.60007], [-2.69043, 0.83991, -0.23963], [-2.30412, -1.61558, 0.81350], [-1.97977, -2.23846, 1.46392], [-1.55898, -1.04049, 0.63948], [-0.79186, 2.04814, -2.10048], [-0.62177, 1.72797, -2.98637], [-0.10414, 2.69502, -1.94294], [-0.39359, 2.48501, 3.24764], [-1.05946, 1.79756, 3.23136], [-0.07639, 2.53328, 2.34581], [3.98984, 2.66459, 0.51617], [4.13938, 3.60595, 0.42826], [4.86654, 2.28876, 0.59605], [3.19969, -1.20128, -3.52717], [4.14112, -1.30029, -3.38529], [2.80717, -1.39287, -2.67543], [0.34366, -0.31859, -0.13220], [-0.32509, -0.27972, -0.81593], [0.42760, 0.58474, 0.17304], [0.51587, -2.50686, -2.05891], [-0.43237, -2.63723, -2.05053], [0.72974, -2.24283, -1.16405], [-4.24670, -2.56521, -3.11544], [-4.03526, -3.04314, -2.31350], [-5.19528, -2.65599, -3.20589], [-4.94370, -2.93577, 0.90343], [-5.58994, -2.43169, 1.39791], [-4.21810, -2.32674, 0.76630], [2.56227, -0.47166, 1.10248], [2.87449, -0.98547, 0.35766], [1.68002, -0.19757, 0.85200], [1.14629, 2.62443, 0.68521], [2.04937, 2.42716, 0.93371], [1.06031, 3.56786, 0.82218], [-1.77136, -1.26252, -2.58409], [-2.71364, -1.40486, -2.67403], [-1.51360, -0.83796, -3.40235], [1.94412, 0.77261, 3.70042], [2.39461, 1.61515, 3.64205], [2.26067, 0.27834, 2.94429], [-1.09557, 4.43799, 0.02201], [-1.17177, 3.60943, -0.45119], [-1.60224, 5.06001, -0.50012], [0.87153, 4.03134, -2.34702], [1.57545, 4.43792, -2.85243], [0.98467, 4.37303, -1.46007], [1.63916, 5.30700, 0.17333], [0.68823, 5.41536, 0.18850], [1.93744, 5.68909, 0.99872], [1.96350, 3.49222, 3.96013], [1.04230, 3.28816, 3.79891], [2.09554, 4.34657, 3.54916], [1.59553, -3.18987, 3.64348], [2.51129, -3.09475, 3.38162], [1.49258, -4.12480, 3.82105], [-2.79866, -0.31878, 4.15480], [-2.37112, -0.81354, 3.45576], [-2.31551, -0.55552, 4.94647], [-1.69347, -4.15026, -3.58178], [-2.17610, -3.74361, -2.86209], [-2.13918, -3.84539, -4.37212], [3.56903, 2.27550, -2.88236], [2.71513, 1.96823, -3.18680], [3.83868, 1.62822, -2.23080], [0.48475, -0.98359, 5.16845], [0.69847, -1.83510, 4.78702], [0.87352, -0.34736, 4.56820], [-1.15858, 0.43682, -4.92722], [-0.38247, 0.99697, -4.93737], [-1.35067, 0.27615, -5.85108], [2.24899, -4.42749, -2.92517], [1.69447, -3.65593, -3.04114], [2.06871, -4.72051, -2.03194], [-1.11434, -2.89699, 2.90219], [-1.47006, -3.49370, 3.56070], [-0.16796, -3.03576, 2.93884], [4.93746, 0.27984, -0.65245], [5.65433, 0.67711, -0.15798], [4.16148, 0.42975, -0.11243]], "mulliken_charge": [-0.607, 0.290, 0.296, -0.587, 0.331, 0.217, -0.581, 0.241, 0.320, -0.445, 0.199, 0.210, -0.601, 0.264, 0.273, -0.640, 0.358, 0.269, -0.656, 0.392, 0.293, -0.385, 0.169, 0.207, -0.135, 0.316, 0.014, -0.573, 0.146, 0.291, -0.757, 0.342, 0.334, -0.434, 0.189, 0.170, -0.603, 0.308, 0.221, -0.659, 0.085, 0.102, 0.126, 0.040, 0.026, -0.648, 0.290, 0.319, -0.678, 0.353, 0.181, 0.523, 0.026, 0.150, 0.744, -0.061, -0.120, 0.080, 0.136, 0.123, -0.671, 0.321, 0.151, -0.516, 0.171, 0.260, -0.660, 0.296, 0.287, -0.717, 0.292, 0.293, -0.657, 0.399, 0.237, -0.588, 0.209, 0.264, -0.643, 0.302, 0.316, -0.704, 0.247, 0.368, -0.627, 0.276, 0.364, -0.652, 0.322, 0.426, -0.551, 0.271, 0.229, -0.663, 0.394, 0.251, -0.468, 0.242, 0.229, -0.635, 0.272, 0.271]}

---

run P wins, 82.7 kJ/mol ahead of the next structure.